# 1
A cluster of 2 separate species, C3H12N2O2 in total, computed with ωB97M-V with the def2-TZVPD basis set.

Results
- ΔE to the lowest compared entry with this formula, charge and spin: 162.8 kJ/mol
- Orbital gap: 10.2 eV
- HOMO level: -9.45 eV
- Structure (SMILES): NC[C@@H](N)CO.O
- M: 108.1 g mol⁻¹

Last column: Löwdin charge in e.
CARTESIAN COORDINATES (ANGSTROEM)
1 N -0.30292 0.92924 1.93980  0.00
2 C 0.30885 -0.34460 1.47118  -0.23
3 C 0.48122 -0.61718 -0.00871  -0.38
4 N 0.97446 -2.02886 -0.05104  0.04
5 C -0.79408 -0.43449 -0.84509  -0.25
6 O -0.47195 -0.10622 -2.18146  -0.07
7 H -0.56972 1.58371 1.21859  0.03
8 H -1.15986 0.71843 2.43758  0.07
9 H -0.19215 -1.14923 2.00466  0.12
10 H 1.31344 -0.29736 1.86754  0.10
11 H 1.16962 0.01312 -0.56670  0.13
12 H 0.14367 -2.61779 0.00242  0.07
13 H 1.28830 -2.17801 -1.00765  0.07
14 H -1.52706 -1.24925 -0.81789  0.12
15 H -1.35349 0.39204 -0.38257  0.10
16 H -0.91304 0.69659 -2.46890  0.09
17 O 0.36994 2.57893 -0.96816  -0.04
18 H 0.25783 2.06950 -0.15445  -0.01
19 H 0.97696 2.04144 -1.48915  0.04

---

# 2
A structure of composition C17H28Br22ClF3O3Si2, computed with ωB97M-V with the def2-TZVPD basis set.

Results
- Orbital gap: 9.4 eV
- HOMO level: -9.60 eV
- M: 2186.9 g mol⁻¹

Last column: Löwdin charge in e.
CARTESIAN COORDINATES (ANGSTROEM)
1 C 1.12101 1.60408 3.98846  -0.07
2 C -0.24348 2.14988 4.39752  -0.29
3 O -1.05495 2.45541 3.26580  -0.16
4 C -1.76335 1.34229 2.76763  -0.31
5 C -2.29623 1.67177 1.36794  -0.19
6 Si -2.09747 0.26522 0.15343  0.24
7 O -3.54755 -0.45878 -0.09910  -0.27
8 O -1.61132 0.85109 -1.32582  -0.30
9 Si -0.05952 0.94363 -1.84174  0.10
10 Br 1.29283 1.39667 -0.11323  0.50
11 C 0.40807 -0.68143 -2.64546  -0.26
12 C 1.67677 -1.34114 -2.07982  -0.16
13 C 1.86824 -2.71330 -2.65701  -0.67
14 F 2.99278 -3.28770 -2.20761  0.12
15 F 1.96379 -2.70683 -3.99356  0.12
16 F 0.87268 -3.54501 -2.34708  0.14
17 C 0.04727 2.44366 -2.93271  -0.29
18 C -0.42336 3.69771 -2.14898  -0.78
19 C 0.65904 4.77366 -1.95543  -0.11
20 Cl -1.88196 4.38980 -2.94380  0.59
21 H 0.99813 0.68269 3.41120  0.06
22 H 1.69112 1.34593 4.88526  0.08
23 H 1.67236 2.32351 3.37809  0.06
24 H -0.15585 3.06592 4.98416  0.11
25 H -0.76279 1.38641 4.98874  0.05
26 H -2.60464 1.09020 3.43061  0.11
27 H -1.11288 0.45483 2.73582  0.08
28 H -1.76846 2.55686 0.99982  0.08
29 H -3.36417 1.90285 1.42036  0.08
30 H -1.09369 -0.66788 0.67044  -0.01
31 H -4.16312 0.21790 -0.41814  0.00
32 H 0.49132 -0.57559 -3.73004  0.07
33 H -0.45148 -1.33326 -2.45653  0.05
34 H 1.61878 -1.45532 -0.99619  0.11
35 H 2.55433 -0.74634 -2.34333  0.13
36 H -0.56285 2.29264 -3.82527  0.07
37 H 1.10210 2.57751 -3.19026  0.07
38 H -0.77771 3.40267 -1.15847  0.04
39 H 1.58941 4.49942 -2.45657  0.07
40 H 0.32709 5.73019 -2.36011  0.06
41 H 0.87538 4.90383 -0.89349  0.07
42 C 5.62521 3.89375 2.29202  -1.66
43 Br 4.22041 3.61012 1.01280  0.54
44 Br 5.40794 5.56152 3.21817  0.57
45 Br 5.76509 2.41817 3.51331  0.57
46 H 6.55434 3.94786 1.74378  -0.03
47 C 4.07314 -5.47020 -4.48049  -1.66
48 Br 3.69955 -5.41728 -6.36273  0.59
49 Br 3.07972 -6.85499 -3.59680  0.58
50 Br 5.95531 -5.61548 -4.13051  0.57
51 H 3.74598 -4.52952 -4.06354  -0.07
52 C -2.21499 1.41765 8.46351  -1.65
53 Br -3.03599 1.44398 6.72871  0.62
54 Br -0.39228 2.02370 8.38399  0.58
55 Br -3.23724 2.41248 9.74751  0.58
56 H -2.19591 0.38960 8.79447  -0.03
57 C -3.17658 -4.10450 2.09761  -1.62
58 Br -2.59661 -4.82971 3.78401  0.57
59 Br -4.99257 -4.59680 1.70988  0.58
60 Br -2.93312 -2.20246 1.98295  0.72
61 H -2.55442 -4.54632 1.33301  -0.03
62 C -7.08018 2.14561 -1.60287  -1.64
63 Br -7.01370 0.22637 -1.58423  0.59
64 Br -5.31543 2.90266 -1.49247  0.59
65 Br -8.01803 2.80080 -3.14314  0.59
66 H -7.62976 2.46203 -0.72830  -0.03
67 C -3.22851 -1.49179 -5.44856  -1.63
68 Br -2.95294 -0.36438 -6.98237  0.58
69 Br -1.59132 -2.34023 -4.91066  0.65
70 Br -4.01779 -0.50426 -4.01001  0.59
71 H -3.91331 -2.27333 -5.74384  -0.03
72 C 7.24169 -5.93614 -0.14977  -1.67
73 Br 8.18263 -6.58499 1.39419  0.57
74 Br 5.40875 -6.49816 -0.15425  0.56
75 Br 7.39314 -4.02836 -0.32202  0.56
76 H 7.71209 -6.37301 -1.01890  -0.04

---

# 3
An isolated molecule of C17H26N4O4, computed with ωB97M-V with the def2-TZVPD basis set.

Results
- ΔE to the lowest compared entry with this formula, charge and spin: 224.3 kJ/mol
- Orbital gap: 9.9 eV
- HOMO level: -9.24 eV
- Structure (SMILES): CCCCCCC[C@]1(C)NC(=O)N(CC(=O)Nc2cc(C)on2)C1=O
- M: 350.4 g mol⁻¹

Last column: Löwdin charge in e.
CARTESIAN COORDINATES (ANGSTROEM)
1 C 0.18478 -4.68428 -0.58049  -0.11
2 C -0.29650 -3.33181 -0.06916  -0.27
3 C -0.16513 -3.23050 1.45027  -0.22
4 C -0.82102 -1.98146 2.04051  -0.21
5 C -0.18344 -0.69269 1.52787  -0.20
6 C -0.64433 0.56763 2.26072  -0.17
7 C -2.14512 0.87459 2.21590  -0.11
8 C -2.77191 1.07123 0.82008  -0.39
9 C -3.99419 1.99396 0.90878  0.00
10 N -3.12050 -0.18441 0.19213  0.17
11 C -2.56601 -0.35850 -1.02540  -0.49
12 O -2.72961 -1.25169 -1.80843  0.11
13 N -1.72083 0.75625 -1.22506  0.08
14 C -0.83782 0.86236 -2.36460  0.00
15 C 0.59240 0.45121 -1.97851  -0.43
16 O 1.14062 -0.52062 -2.43652  0.09
17 N 1.14010 1.29075 -1.05881  0.17
18 C 2.33890 1.08023 -0.41157  -0.31
19 C 3.30902 0.06535 -0.62437  0.06
20 C 4.26715 0.34367 0.30657  -0.31
21 C 5.55690 -0.31013 0.63304  0.00
22 O 3.90060 1.42717 1.01339  0.00
23 N 2.70328 1.87858 0.56539  0.11
24 C -1.78557 1.63989 -0.19336  -0.38
25 O -1.17310 2.68083 -0.12122  0.11
26 H -0.40928 -5.49073 -0.15435  0.07
27 H 1.22628 -4.84621 -0.30931  0.07
28 H 0.10050 -4.72913 -1.66309  0.07
29 H -1.33971 -3.18810 -0.35902  0.10
30 H 0.29047 -2.54784 -0.55012  0.09
31 H -0.63057 -4.11100 1.90158  0.11
32 H 0.89360 -3.24400 1.72122  0.11
33 H -0.73130 -2.01519 3.12974  0.11
34 H -1.88339 -1.99366 1.78994  0.10
35 H 0.90014 -0.76658 1.65216  0.12
36 H -0.37602 -0.60029 0.46027  0.08
37 H -0.09490 1.42348 1.86320  0.10
38 H -0.37075 0.47268 3.31468  0.12
39 H -2.70125 0.07855 2.71485  0.12
40 H -2.30247 1.79479 2.78044  0.12
41 H -4.68094 1.63496 1.67180  0.09
42 H -4.51346 2.02617 -0.04713  0.09
43 H -3.67082 2.99961 1.16358  0.09
44 H -3.83930 -0.79309 0.54365  0.17
45 H -1.20573 0.17303 -3.12824  0.14
46 H -0.84592 1.89184 -2.73285  0.14
47 H 0.60761 2.09043 -0.72261  0.12
48 H 3.27247 -0.71903 -1.34766  0.11
49 H 5.67686 -1.20573 0.03175  0.09
50 H 6.38240 0.37152 0.43336  0.09
51 H 5.58752 -0.57207 1.68914  0.09

---

Number 1: lowest unoccupied orbital energy 0.78 eV, strongest force on any atom 2.35 eV/Å. Number 2: lowest unoccupied orbital energy -0.17 eV, strongest force on any atom 1.07 eV/Å. Number 3: lowest unoccupied orbital energy 0.64 eV, strongest force on any atom 1.35 eV/Å.